Computed, not measured: a gas-phase ion, C5H17N3P (charge +1), with the ωB97M-V functional and the def2-TZVPD basis.

Positions of all 26 atoms, in Å:
C 0.8249 -2.5189 0.2580
N 0.1833 -1.3434 -0.2369
C -1.0015 -1.7796 -1.0273
P -0.0574 0.1621 0.4748
C 1.0770 0.3191 1.8846
N -1.5962 0.2251 1.3115
N -0.0708 1.3349 -0.6653
C -0.5785 2.6230 -0.3130
C 1.0754 1.3323 -1.6603
H 1.4907 -2.1740 1.0675
H 0.0355 -3.0383 0.7487
H 1.1990 -3.1868 -0.6491
H -0.9051 -2.3709 -1.9329
H -1.6517 -2.3835 -0.3861
H -1.6179 -0.8859 -1.3306
H 0.8537 -0.3429 2.6579
H 1.1196 1.2753 2.3352
H 2.1413 0.1359 1.5546
H -1.9447 -0.6426 1.7176
H -2.3060 0.6357 0.8300
H -1.1582 2.6221 0.6628
H 0.2015 3.3495 -0.3663
H -1.3804 2.7242 -1.0451
H 1.9459 1.8338 -1.3837
H 1.2616 0.2946 -1.8388
H 0.8592 1.7992 -2.6680

Atoms 1-6, force components in eV/Å:
C 1.14 -0.42 -0.19
N -1.57 1.84 -1.88
C -1.74 1.70 0.16
P -1.37 -1.86 1.87
C 2.09 -0.13 -2.52
N 3.77 -1.16 0.21

The calculation puts the HOMO energy at -0.4983 Eh. Its total charge is +1. For the LUMO energy, the calculation gives -2.54 eV. The value obtained for the relative energy (zero: lowest compared OMol25 entry of this formula, charge and spin) is 2.8 kcal/mol. For the HOMO-LUMO gap, the calculation gives 0.4051 Ha. Its calculated total energy is -706.07691 hartree.

Partial atomic charges computed with the Mulliken method, in multiples of e: C -0.906; N 0.156; C -1.107; P 0.802; C -1.303; N -0.592; N 0.186; C -1.098; C -1.002; H 0.332; H 0.350; H 0.254; H 0.377; H 0.410; H 0.312; H 0.442; H 0.360; H 0.387; H 0.253; H 0.228; H 0.393; H 0.308; H 0.377; H 0.406; H 0.352; H 0.322

=====

Computed, not measured: 4 unconnected molecules or ions with the total composition C5H17NO2, with the ωB97M-V functional and the def2-TZVPD basis.

Positions of all 25 atoms, in Å:
C 2.4305 -0.7866 1.1389
C 0.9953 -0.3013 0.7240
N 0.7119 -0.5104 -0.6579
C -0.1190 0.3742 -1.4615
C 0.3468 1.8730 -1.2780
C 0.0995 -1.8706 -0.7278
H 2.6929 -0.5358 2.1817
H 3.0668 0.0561 0.6546
H 2.7428 -1.7815 0.8161
H 0.1547 -0.8836 1.3786
H 0.8541 0.8336 1.0031
H 0.1493 0.1501 -2.6078
H -1.2076 0.2635 -1.3620
H 0.3533 2.2812 -0.2215
H 1.2789 1.8915 -1.8435
H -0.4658 2.3116 -1.8429
H 0.7941 -2.5783 -0.2666
H -0.8303 -1.9462 -0.1461
H -0.1056 -2.2901 -1.7991
H -2.3017 0.2019 2.8950
H -1.3410 1.3931 0.0012
O -1.6685 0.3730 2.1889
H -3.6487 0.8181 -0.0334
H -2.1379 0.4055 1.3062
O -2.8451 0.2579 -0.0404

Atoms 1-6, force components in eV/Å:
C 0.55 3.55 -0.91
C -1.73 0.47 3.23
N -1.19 -2.38 -1.54
C 2.19 0.73 -1.12
C -1.50 -1.41 -0.14
C 0.49 -0.93 -1.53

The calculation puts the HOMO energy at -0.3071 Eh. Its total charge is 0. For the LUMO energy, the calculation gives -2.21 eV. The value obtained for the relative energy (zero: lowest compared OMol25 entry of this formula, charge and spin) is 166.0 kcal/mol. For the HOMO-LUMO gap, the calculation gives 0.2261 Ha. Its calculated total energy is -405.67789 hartree.

Partial atomic charges computed with the Mulliken method, in multiples of e: C -1.230; C -0.101; N 0.180; C -1.061; C -1.348; C -1.053; H 0.368; H 0.253; H 0.290; H 0.290; H 0.256; H 0.308; H 0.726; H 0.491; H 0.348; H 0.375; H 0.309; H 0.366; H 0.283; H 0.262; H 0.405; O -0.652; H 0.212; H 0.403; O -0.679

=====

Computed, not measured: 3 unconnected molecules or ions with the total composition C5H17NO2, with the ωB97M-V functional and the def2-TZVPD basis.

Positions of all 25 atoms, in Å:
C 1.5300 -0.8193 0.2614
C -0.0162 -1.0647 -0.1721
C -0.8844 -0.6679 1.0498
N -1.5009 -1.8915 1.7252
C -1.2108 -1.7944 3.2388
C -3.0035 -1.7899 1.4417
H 1.6220 0.2296 0.3933
H 1.7147 -1.5511 0.9390
H 2.1471 -1.0870 -0.6175
H -0.0161 -2.1277 -0.4373
H -0.3700 -0.3911 -1.0997
H -1.6967 -0.0939 0.4948
H -0.2486 -0.1071 1.7346
H -0.4842 -0.9710 3.3555
H -0.7168 -2.7926 3.5991
H -1.9745 -1.5763 3.9436
H -3.2799 -0.9981 0.9116
H -3.1968 -2.5672 0.6543
H -3.6243 -1.7313 2.2813
O 0.8518 6.5830 -3.1892
H 1.3738 6.8669 -2.3392
H 1.2912 5.6261 -3.3401
O 3.6284 1.5733 -5.3112
H 4.3038 0.9606 -4.9224
H 3.7610 2.1825 -4.5953

Atoms 1-6, force components in eV/Å:
C -2.53 0.47 -5.13
C 1.64 1.47 -0.66
C -1.13 -1.49 -2.13
N -1.30 2.70 1.61
C 2.38 -1.68 -1.32
C 2.84 -4.28 -0.55

The calculation puts the HOMO energy at -0.3222 Eh. Its total charge is 0. For the LUMO energy, the calculation gives 0.33 eV. The value obtained for the relative energy (zero: lowest compared OMol25 entry of this formula, charge and spin) is 90.8 kcal/mol. For the HOMO-LUMO gap, the calculation gives 0.3341 Ha. Its calculated total energy is -405.79774 hartree.

Partial atomic charges computed with the Mulliken method, in multiples of e: C -1.396; C -0.540; C -0.296; N -0.164; C -0.855; C -1.094; H 0.435; H 0.420; H 0.319; H 0.321; H 0.295; H 0.176; H 0.378; H 0.300; H 0.215; H 0.365; H 0.446; H 0.294; H 0.381; O -0.663; H 0.332; H 0.331; O -0.620; H 0.323; H 0.297

=====

Computed, not measured: 4 unconnected molecules or ions with the total composition C5H17NO5, with the ωB97M-V functional and the def2-TZVPD basis.

Positions of all 28 atoms, in Å:
C -0.2760 -0.0647 3.4863
N -0.4630 -0.4661 2.1058
C 0.5963 -1.3801 1.6228
C -1.2254 0.2624 1.1902
O -2.2520 0.7772 1.5879
C -0.7582 0.3273 -0.2415
C -0.5591 1.7492 -0.7721
O 0.7054 2.1842 -0.2228
H -0.4566 -1.0184 4.0113
H 0.7303 0.1856 3.8217
H -1.0514 0.5420 3.9419
H 1.3357 -0.8100 1.0559
H 0.1483 -2.1693 1.0342
H 1.1889 -1.6868 2.4812
H 0.2026 -0.1271 -0.4508
H -1.4325 -0.2695 -0.8502
H -0.3849 1.8505 -1.8348
H -1.3334 2.4554 -0.4654
H 0.7201 2.3288 0.7276
O 3.1729 0.9954 -1.0709
H 3.4321 1.3471 -1.9268
H 2.2660 1.2861 -0.8878
O -1.4776 0.0966 -3.0292
H -1.5363 0.3917 -3.9525
H -1.5999 -0.8571 -3.1580
O -0.3048 -2.5640 -2.8559
H 0.5187 -2.0675 -2.9798
H 0.0937 -3.2988 -2.3682

Atoms 1-6, force components in eV/Å:
C -1.26 -2.33 1.28
N 1.23 0.53 -1.21
C 0.12 1.66 0.36
C 0.23 -0.52 1.51
O 0.08 0.72 -0.48
C -0.25 -0.22 -1.22

The calculation puts the HOMO energy at -0.3282 Eh. Its total charge is 0. For the LUMO energy, the calculation gives 0.27 eV. The value obtained for the relative energy (zero: lowest compared OMol25 entry of this formula, charge and spin) is 42.6 kcal/mol. For the HOMO-LUMO gap, the calculation gives 0.3383 Ha. Its calculated total energy is -631.62966 hartree.

Partial atomic charges computed with the Mulliken method, in multiples of e: C -1.126; N 0.085; C -0.910; C 0.229; O -0.631; C 0.271; C -0.615; O -0.618; H 0.403; H 0.336; H 0.361; H 0.317; H 0.275; H 0.393; H 0.075; H 0.270; H 0.312; H 0.318; H 0.284; O -0.676; H 0.290; H 0.397; O -0.566; H 0.252; H 0.285; O -0.629; H 0.321; H 0.298

=====

Computed, not measured: a molecular structure, C5H18FN6O4Tl, with the ωB97M-V functional and the def2-TZVPD basis.

Positions of all 35 atoms, in Å:
Tl 3.1974 2.7283 13.1602
F 5.2121 4.3990 14.5433
C 6.6231 8.6766 12.5839
C 6.4491 7.4786 13.5342
O 5.5338 6.6634 12.8886
H 5.6217 8.9236 12.2314
H 7.2072 8.5059 11.6796
H 7.0219 9.5570 13.0878
H 6.2507 7.8411 14.5428
H 7.3962 6.9424 13.4747
H 5.5559 5.8547 13.4054
C 2.0761 5.4554 16.0089
O 2.2596 4.5648 15.2018
N 0.9633 5.8441 16.5070
N 3.0953 6.1990 16.4124
H 0.0594 5.5425 16.1721
H 0.9537 6.6651 17.0953
H 3.9458 6.0523 15.8879
H 2.9395 7.0384 16.9521
C 8.4634 4.0765 13.1650
O 9.6526 4.2561 13.1961
N 7.7068 4.1960 12.0949
N 7.8450 3.4566 14.1314
H 6.9243 3.5736 11.9515
H 8.2009 4.6420 11.3353
H 8.4860 3.2822 14.8922
H 6.8452 3.5919 14.1781
C 6.6741 5.1453 17.4808
O 6.9576 5.4941 18.6023
N 7.2433 5.6762 16.4353
N 5.8347 4.2342 17.1719
H 6.9145 5.3306 15.5450
H 8.0976 6.2150 16.4421
H 5.4055 3.6175 17.8469
H 5.6317 3.9816 16.2153

Atoms 1-6, force components in eV/Å:
Tl -0.11 0.58 0.59
F 0.76 -0.26 -0.25
C -0.46 0.52 0.72
C 0.62 1.84 -3.46
O -0.28 0.00 0.99
H -0.08 0.18 0.00

The calculation puts the HOMO energy at -0.6034 Eh. Its total charge is +2. For the LUMO energy, the calculation gives -13.53 eV. The value obtained for the relative energy (zero: lowest compared OMol25 entry of this formula, charge and spin) is 56.8 kcal/mol. For the HOMO-LUMO gap, the calculation gives 0.1061 Ha. Its calculated total energy is -1102.39251 hartree.

Partial atomic charges computed with the Mulliken method, in multiples of e: Tl 0.983; F -0.954; C -1.315; C 0.200; O -0.369; H 0.354; H 0.323; H 0.383; H 0.270; H 0.165; H 0.375; C 0.595; O -0.507; N -0.336; N -0.241; H 0.270; H 0.169; H 0.122; H 0.226; C 0.597; O -0.499; N -0.255; N -0.267; H 0.218; H 0.262; H 0.295; H 0.213; C 0.663; O -0.467; N -0.005; N -0.075; H -0.075; H 0.282; H 0.262; H 0.140

=====

Computed, not measured: 4 unconnected molecules or ions with the total composition C5H18N2O3, with the ωB97M-V functional and the def2-TZVPD basis.

Positions of all 28 atoms, in Å:
N -3.0381 0.8451 1.4656
C -2.2302 -0.3114 1.0261
C -1.1769 0.4886 0.1106
C -1.5254 1.1164 -1.3052
C -0.3165 0.7911 -2.2323
C 0.1277 -0.7002 -1.6231
N -0.1193 -0.5031 -0.1413
H -3.2629 0.7147 2.4115
H -3.9522 1.0323 1.0514
H -2.7056 -1.2245 0.6837
H -1.6078 -0.7661 1.9019
H -0.6870 1.1795 0.9443
H -1.7210 2.2947 -1.1590
H -2.4354 0.8580 -1.6145
H -0.5232 0.8462 -3.2353
H 0.4663 1.5284 -1.8873
H 1.1483 -1.0182 -1.7611
H -0.5028 -1.4421 -1.9204
H 0.7771 -0.3125 0.3777
O 1.0364 -3.6520 0.7387
H 0.8199 -3.0886 -0.1612
H 0.1114 -3.6408 1.1067
O 3.2527 2.3259 0.2691
H 3.7190 1.6510 0.7283
H 3.5000 2.2932 -0.6438
O 3.8415 -0.0606 1.5124
H 3.2648 -0.3567 2.2707
H 3.7392 -0.8884 1.0857

Atoms 1-6, force components in eV/Å:
N -0.90 -0.44 0.20
C 1.63 2.09 0.17
C 1.69 -1.52 1.99
C 3.06 3.66 2.85
C 1.08 -1.23 4.83
C 0.35 4.55 2.03

The calculation puts the HOMO energy at -0.3097 Eh. Its total charge is 0. For the LUMO energy, the calculation gives 0.45 eV. The value obtained for the relative energy (zero: lowest compared OMol25 entry of this formula, charge and spin) is 69.7 kcal/mol. For the HOMO-LUMO gap, the calculation gives 0.3262 Ha. Its calculated total energy is -536.42595 hartree.

Partial atomic charges computed with the Mulliken method, in multiples of e: N -0.500; C -0.614; C 0.121; C -0.863; C -0.610; C -0.813; N -0.105; H 0.203; H 0.190; H 0.289; H 0.294; H 0.130; H 0.265; H 0.469; H 0.475; H 0.171; H 0.413; H 0.380; H 0.150; O -0.670; H 0.327; H 0.325; O -0.626; H 0.349; H 0.292; O -0.662; H 0.319; H 0.303

=====

Computed, not measured: 3 unconnected molecules or ions with the total composition C5H18N2O3, with the ωB97M-V functional and the def2-TZVPD basis.

Positions of all 28 atoms, in Å:
C 1.1937 -2.9948 0.1319
C 0.9997 -1.4864 0.0107
N -0.4700 -1.2486 0.1983
C -0.9316 0.1496 -0.2158
C -1.5129 0.8595 1.0816
N -1.7386 0.0116 2.2199
C -1.9368 0.0541 -1.3450
O -2.0677 1.3188 -1.9236
H 0.7746 -3.4229 1.0375
H 2.2638 -3.1470 -0.0103
H 0.6588 -3.5811 -0.6318
H 1.5155 -1.1959 0.9509
H 1.4781 -1.0803 -0.8876
H -0.9088 -1.9894 -0.3386
H 0.0239 0.5775 -0.5121
H -2.4820 1.3152 0.8259
H -0.7762 1.6420 1.3057
H -2.5946 -0.5247 2.1116
H -1.0593 -0.7487 2.1918
H -2.8293 -0.5307 -1.0450
H -1.5242 -0.6623 -2.0771
H -2.8705 1.7967 -1.6905
O 3.0993 2.4679 1.2001
H 2.3837 3.0933 1.3616
H 2.7503 1.7099 1.6737
O 2.4954 2.2314 -1.8068
H 2.0060 2.5145 -2.5891
H 2.0596 2.8708 -1.2278

Atoms 1-6, force components in eV/Å:
C -0.04 -0.31 -1.31
C -1.18 -1.18 1.99
N 0.93 0.90 -1.01
C 0.24 -2.46 1.78
C 0.25 0.18 -1.30
N 0.00 -0.74 0.51

The calculation puts the HOMO energy at -0.3343 Eh. Its total charge is 0. For the LUMO energy, the calculation gives 0.49 eV. The value obtained for the relative energy (zero: lowest compared OMol25 entry of this formula, charge and spin) is 43.1 kcal/mol. For the HOMO-LUMO gap, the calculation gives 0.3523 Ha. Its calculated total energy is -536.46834 hartree.

Partial atomic charges computed with the Mulliken method, in multiples of e: C -1.428; C -0.191; N -0.505; C 0.775; C -0.676; N -0.742; C -0.878; O -0.526; H 0.345; H 0.389; H 0.380; H 0.153; H 0.351; H 0.249; H 0.089; H 0.347; H 0.233; H 0.276; H 0.319; H 0.371; H 0.353; H 0.338; O -0.626; H 0.312; H 0.306; O -0.590; H 0.306; H 0.269

=====

Computed, not measured: 3 unconnected molecules or ions with the total composition C5H18NO2, with the ωB97M-V functional and the def2-TZVPD basis.

Positions of all 26 atoms, in Å:
C 0.5116 0.3586 0.5718
C -0.2795 1.6275 0.4092
C -1.5598 1.6358 1.2517
C -2.1629 3.0554 1.3256
C -2.5657 0.6654 0.6545
N 1.0970 -0.1133 -0.7479
H -0.1032 -0.4776 0.8620
H 1.3501 0.4249 1.2440
H -0.5485 1.8846 -0.6139
H 0.3823 2.4436 0.7318
H -1.3526 1.3627 2.2659
H -3.2189 3.0181 1.0812
H -1.7498 3.7783 0.6172
H -2.1303 3.4544 2.3385
H -2.1157 -0.2659 0.2800
H -3.2741 0.2731 1.3830
H -3.0840 1.0055 -0.2392
H 1.5883 -1.0646 -0.7487
H 0.3774 -0.0983 -1.4593
H 1.7374 0.5942 -1.1309
H 3.8418 -5.5399 -1.6813
H 3.9226 -4.3682 -2.6693
O 3.3388 -4.7957 -2.0280
H 1.2979 -3.2229 -1.4583
H 2.7691 -3.0590 -1.1246
O 1.9306 -2.5767 -1.1151

Atoms 1-6, force components in eV/Å:
C 0.15 -1.04 -1.11
C 0.46 1.05 0.95
C -0.49 0.76 -0.99
C -0.44 0.03 0.00
C 0.07 -1.43 -0.24
N 0.73 0.98 -0.27

The calculation puts the HOMO energy at -0.5387 Eh. Its total charge is +1. For the LUMO energy, the calculation gives -2.94 eV. The value obtained for the relative energy (zero: lowest compared OMol25 entry of this formula, charge and spin) is 8.1 kcal/mol. For the HOMO-LUMO gap, the calculation gives 0.4306 Ha. Its calculated total energy is -406.30882 hartree.

Partial atomic charges computed with the Mulliken method, in multiples of e: C -0.711; C -0.916; C 0.640; C -1.424; C -1.545; N -0.237; H 0.443; H 0.414; H 0.466; H 0.356; H 0.327; H 0.378; H 0.379; H 0.329; H 0.352; H 0.379; H 0.399; H 0.298; H 0.365; H 0.361; H 0.323; H 0.329; O -0.657; H 0.285; H 0.343; O -0.677